Model 1:
C10H12OS in the gas phase. Source: the Open Molecules 2025 dataset; level of theory: ωB97M-V with the def2-TZVPD basis set.

Cartesian coordinates (Å):
C  -1.1406  1.2852  -1.4389
C  -2.0097  0.2901  -0.6758
O  -3.1774  0.1468  -1.1309
C  -1.5466  -0.2577  0.6989
C  -0.7861  0.8894  1.5114
C  0.6599  0.5639  1.4804
C  0.9596  -0.7619  1.1264
C  2.2403  -1.2796  0.8661
C  3.3100  -0.3616  0.7531
C  3.0301  1.1693  0.8542
C  1.7454  1.4906  1.6541
S  -0.4141  -1.6123  0.4423
H  -1.5445  2.3233  -1.6736
H  -0.8673  0.9210  -2.3752
H  -0.2652  1.4608  -0.9343
H  -2.3269  -0.5915  1.2884
H  -1.0987  1.0140  2.5513
H  -1.0595  1.8486  1.0434
H  2.3277  -2.3150  0.6210
H  4.3237  -0.6704  0.7743
H  2.9431  1.4768  -0.1174
H  3.8434  1.5656  1.3980
H  1.4592  2.5049  1.3535
H  2.0947  1.5997  2.6296

For the LUMO energy, the calculation gives 0.2 eV. The HOMO energy is -7.593 eV. The HOMO-LUMO gap is 0.2873 Ha. As for the structure (SMILES): CC(=O)[C@@H]1CC2=C(C=CCC2)S1. Its multiplicity is 1.

***

Model 2:
C10H12OS in the gas phase. Source: the Open Molecules 2025 dataset; level of theory: ωB97M-V with the def2-TZVPD basis set.

Cartesian coordinates (Å):
C  -1.4696  -2.1132  -0.4367
C  -2.7134  -1.7807  -0.7012
C  -0.6212  -0.9709  -0.0711
C  -1.3852  0.1789  0.0110
C  -0.9389  1.5122  0.3313
C  0.1348  1.8338  -0.5289
C  0.7172  -1.0056  0.3445
C  0.5315  3.2022  -0.9433
C  1.4386  -2.2784  0.3893
C  1.4310  0.0910  1.1344
O  -1.5878  2.2367  1.1972
S  -3.0534  -0.1373  -0.1422
H  -1.1136  -3.2300  -0.6164
H  -3.5008  -2.4337  -1.0640
H  0.5679  0.9810  -1.1862
H  1.3781  3.1199  -1.7268
H  0.7297  3.9103  -0.1514
H  -0.3041  3.7005  -1.3391
H  0.7795  -3.1998  0.1903
H  1.7211  -2.3642  1.3902
H  2.2941  -2.1786  -0.2159
H  1.7466  -0.4157  2.1565
H  0.9150  1.0082  1.3556
H  2.3030  0.3336  0.6232

For the LUMO energy (spin up / spin down), the calculation gives -1.1 / -0.6 eV. The HOMO energy (spin up / spin down) is -7.015 / -8.156 eV. The HOMO-LUMO gap (spin up / spin down) is 0.2182 / 0.2761 Ha. Its multiplicity is 1.

***

Structures ranked by computed energy, the most stable listed first: model 1, model 2.

***

Model 1:
C3H2F2S2 in the gas phase. Source: the Open Molecules 2025 dataset; level of theory: ωB97M-V with the def2-TZVPD basis set.

Cartesian coordinates (Å):
F  -1.4706  -1.6882  1.2452
C  -0.8153  -0.9407  0.3583
C  -0.0110  0.0157  0.7412
F  0.1975  0.3138  2.0209
C  0.6028  0.9774  -0.1440
S  1.0076  2.4446  0.3697
S  1.0796  0.6256  -1.8626
H  -1.1366  -1.1627  -0.6658
H  0.5460  -0.5856  -2.0629

For the LUMO energy, the calculation gives -1.0 eV. The HOMO energy is -9.237 eV. The HOMO-LUMO gap is 0.3028 Ha. As for the structure (SMILES): F/C=C(\F)C(=S)S. Its multiplicity is 1.

***

Model 2:
C3H2F2S2 in the gas phase. Source: the Open Molecules 2025 dataset; level of theory: ωB97M-V with the def2-TZVPD basis set.

Cartesian coordinates (Å):
F  -0.5699  2.0454  -0.1522
C  -0.0670  0.7802  -0.0617
C  1.1650  0.3227  -0.3304
F  2.3196  1.2377  -0.6971
S  1.5873  -1.3493  0.0164
S  -0.3312  -1.8560  -0.5500
C  -1.0573  -0.3775  0.3140
H  -0.9174  -0.4742  1.4209
H  -2.1292  -0.3291  0.0400

For the LUMO energy, the calculation gives -0.1 eV. The HOMO energy is -8.996 eV. The HOMO-LUMO gap is 0.3272 Ha. As for the structure (SMILES): FC1=C(F)SSC1. Its multiplicity is 1.

***

Model 3:
C3H2F2S2 in the gas phase. Source: the Open Molecules 2025 dataset; level of theory: ωB97M-V with the def2-TZVPD basis set.

Cartesian coordinates (Å):
F  2.6012  0.0301  -0.2367
C  1.3091  0.3335  -0.1607
C  0.3720  -0.6478  0.1134
F  0.7256  -2.0132  0.2116
C  -1.0998  -0.3653  -0.0962
S  -2.1668  -1.7208  -0.1967
S  -1.9169  1.2663  -0.0114
H  1.0591  1.3455  -0.2423
H  -0.8834  1.7716  0.6190

For the LUMO energy, the calculation gives -1.3 eV. The HOMO energy is -9.024 eV. The HOMO-LUMO gap is 0.2830 Ha. As for the structure (SMILES): F/C=C(\F)C(=S)S. Its multiplicity is 1.

***

Structures ranked by computed energy, the most stable listed first: model 1, model 2, model 3.

***

Model 1:
A gas-phase ion, CH4NO2 (charge +1). Source: the Open Molecules 2025 dataset; level of theory: ωB97M-V with the def2-TZVPD basis set.

Cartesian coordinates (Å):
C  1.0195  0.4812  -0.0179
N  -0.1864  -0.3064  -0.0256
O  3.4279  0.0700  -0.0864
O  2.1494  -0.2344  0.1519
H  0.9770  1.4237  -0.4286
H  -0.6703  -0.4793  0.9030
H  -0.1487  -1.1999  -0.7055
H  -1.0369  0.1720  -0.4644

For the LUMO energy (spin up / spin down), the calculation gives -6.0 / -6.0 eV. The HOMO energy (spin up / spin down) is -15.882 / -15.041 eV. The HOMO-LUMO gap (spin up / spin down) is 0.3621 / 0.3319 Ha. As for the net charge: +1. Its multiplicity is 1.

***

Model 2:
A molecular structure, CH4NO2. Source: the Open Molecules 2025 dataset; level of theory: ωB97M-V with the def2-TZVPD basis set.

Cartesian coordinates (Å):
C  1.4825  0.1488  -0.0444
N  -0.3132  0.4291  -0.3891
O  -2.4167  -0.1012  -0.0902
O  -1.0692  -0.2512  0.2089
H  1.8923  -0.7541  0.0552
H  1.6696  0.8233  0.7602
H  1.6975  0.5892  -0.9880
H  -2.9427  -0.8838  0.4873

For the LUMO energy, the calculation gives -7.2 eV. The HOMO energy is -17.507 eV. The HOMO-LUMO gap is 0.3786 Ha. As for the net charge: +1. Its multiplicity is 1.

***

Structures ranked by computed energy, the most stable listed first: model 1, model 2.

***

Model 1:
3 unconnected molecules or ions with the total composition H5O3. Source: the Open Molecules 2025 dataset; level of theory: ωB97M-V with the def2-TZVPD basis set.

Cartesian coordinates (Å):
O  0.3886  -2.0180  1.2859
H  -0.0620  -1.7700  2.1038
O  -0.1157  2.3198  -0.7877
H  -0.2215  1.2853  -0.5539
H  0.8401  2.3175  -0.8427
O  -0.0789  -0.2303  -0.6280
H  0.1500  -1.3821  0.5173
H  -0.9006  -0.5223  -1.0947

For the LUMO energy, the calculation gives 4.8 eV. The HOMO energy is -4.124 eV. The HOMO-LUMO gap is 0.3283 Ha. As for the net charge: -1. Its multiplicity is 1.

***

Model 2:
A molecular structure, H5O3. Source: the Open Molecules 2025 dataset; level of theory: ωB97M-V with the def2-TZVPD basis set.

Cartesian coordinates (Å):
O  -0.6427  1.2033  -1.3409
H  -1.3040  0.9845  -1.9630
O  0.0754  -0.6436  1.9314
H  0.2239  -0.7571  0.9364
H  -0.8918  -0.6135  2.1045
O  0.9374  -0.5576  -0.6035
H  1.5779  0.0559  -0.2245
H  0.0240  0.3281  -0.8403

For the LUMO energy, the calculation gives 4.8 eV. The HOMO energy is -4.106 eV. The HOMO-LUMO gap is 0.3282 Ha. As for the net charge: -1. Its multiplicity is 1.

***

Structures ranked by computed energy, the most stable listed first: model 1, model 2.